Here is a single C15H19N3O2S molecule in a non-equilibrium geometry from the Open Molecules 2025 dataset. Energies are from wB97M-V/def2-TZVPD.

Spin multiplicity ... 1
Relative energy (zero: lowest compared OMol25 entry of this formula, charge and spin) ... 2.3232 eV
HOMO energy ... -0.34078 hartree
Molar mass ... 305.40 u
HOMO-LUMO gap ... 0.3525 Ha
F_max ... 0.093 Eh/bohr

Last columns: bonded neighbours and bond lengths (Å).
CARTESIAN COORDINATES (ANGSTROEM)
1 O 2.44 0.86 -3.42  C6 1.251
2 N 6.68 -1.92 -3.44  N3 1.299, S5 1.666
3 N 5.85 -1.94 -4.43  N2 1.299, C8 1.393
4 O 1.40 0.18 -1.51  C6 1.312, C17 1.430
5 S 6.02 -1.41 -1.99  N2 1.666, C7 1.734
6 C 2.37 0.14 -2.40  O1 1.251, O4 1.312, N15 1.350
7 C 4.47 -1.18 -2.74  S5 1.734, C8 1.351, N15 1.422
8 C 4.58 -1.50 -4.05  N3 1.393, C7 1.351, C16 1.509
9 C -0.68 1.93 0.37  C11 1.382, C13 1.449, H22 1.109
10 C -1.37 -0.27 -0.37  C12 1.401, C13 1.385, H23 1.061
11 C -1.38 1.77 1.55  C9 1.382, C14 1.414, H24 1.078
12 C -2.06 -0.41 0.84  C10 1.401, C14 1.409, H25 1.084
13 C -0.68 0.89 -0.64  C9 1.449, C10 1.385, C17 1.508
14 C -2.10 0.58 1.84  C11 1.414, C12 1.409, C21 1.577
15 N 3.38 -0.67 -1.99  C6 1.350, C7 1.422, H26 0.997
16 C 3.44 -1.58 -5.03  C8 1.509, H27 1.119, H28 1.071, H29 1.109
17 C 0.27 1.01 -1.80  O4 1.430, C13 1.508, H30 1.105, H31 1.117
18 C -4.32 0.33 2.93  C21 1.528, H32 1.088, H33 1.122, H34 1.074
19 C -2.34 -1.00 3.90  C21 1.558, H35 1.112, H36 1.088, H37 1.107
20 C -2.59 1.47 4.22  C21 1.548, H38 1.082, H39 1.080, H40 1.113
21 C -2.82 0.32 3.22  C14 1.577, C18 1.528, C19 1.558, C20 1.548
22 H -0.08 2.86 0.25  C9 1.109
23 H -1.40 -1.09 -1.05  C10 1.061
24 H -1.35 2.58 2.26  C11 1.078
25 H -2.58 -1.35 0.96  C12 1.084
26 H 3.36 -0.85 -1.01  N15 0.997
27 H 3.44 -0.67 -5.67  C16 1.119
28 H 2.51 -1.57 -4.49  C16 1.071
29 H 3.51 -2.53 -5.60  C16 1.109
30 H -0.15 0.62 -2.74  C17 1.105
31 H 0.52 2.09 -1.97  C17 1.117
32 H -4.93 0.32 3.83  C18 1.088
33 H -4.57 1.24 2.32  C18 1.122
34 H -4.62 -0.54 2.38  C18 1.074
35 H -1.23 -1.04 3.89  C19 1.112
36 H -2.75 -1.08 4.90  C19 1.088
37 H -2.66 -1.87 3.29  C19 1.107
38 H -2.97 2.42 3.85  C20 1.082
39 H -1.53 1.59 4.35  C20 1.080
40 H -3.08 1.25 5.19  C20 1.113

Here are the Löwdin charges for atoms 1 to 8, given in e: 0.07, -0.37, -0.02, 0.04, 1.02, -0.56, -0.48, -0.37

Here is a single C3H3NO2 molecule in a non-equilibrium geometry from the Open Molecules 2025 dataset. Energies are from wB97M-V/def2-TZVPD.

Spin multiplicity ... 1
Relative energy (zero: lowest compared OMol25 entry of this formula, charge and spin) ... 6.3304 eV
HOMO energy ... -0.41883 hartree
Molar mass ... 85.06 u
HOMO-LUMO gap ... 0.4400 Ha
F_max ... 0.106 Eh/bohr

Last columns: bonded neighbours and bond lengths (Å).
CARTESIAN COORDINATES (ANGSTROEM)
1 C 1.50 0.74 0.27  C2 1.840, N4 1.140
2 C -0.14 -0.05 0.55  C1 1.840, C3 1.445, O5 1.373, O6 1.357
3 C -0.63 -0.28 -0.79  C2 1.445, H7 1.112, H8 1.102, H9 1.066
4 N 2.57 1.13 0.28  C1 1.140
5 O -0.85 0.36 1.64  C2 1.373, O6 1.397
6 O -0.39 -0.95 1.53  C2 1.357, O5 1.397
7 H -1.62 0.19 -1.02  C3 1.112
8 H -0.42 -1.35 -0.95  C3 1.102
9 H -0.02 0.21 -1.51  C3 1.066

Here are the Löwdin charges for atoms 1 to 8, given in e: -0.07, -0.47, -0.02, 0.09, 0.08, 0.08, 0.12, 0.12